No. 1
Formula: C3H2Cl2O
Source: the OMol25 dataset
Level of theory: wB97M-V/def2-TZVPD

Structure (XYZ):
```
8
Properties=species:S:1:pos:R:3:forces:R:3:nbo_charge:R:1
H -1.93733 3.54817 1.61643 0.7 -0.5 -0.7 0.28
C -0.17321 -0.30693 -1.59369 -1.3 1.3 -2.4 -0.11
Cl -1.13190 2.91919 0.78599 -0.7 0.5 0.7 -0.28
H -0.66006 0.14911 -2.45884 0.5 -0.4 0.8 0.25
C 0.33893 -0.81181 -0.65786 0.5 -1.6 2.4 -0.15
Cl 2.58389 -1.86071 0.40033 -0.6 0.1 -0.1 -0.08
O 0.18977 -2.03844 1.41766 0.1 0.6 -1.1 -0.44
C 0.78991 -1.59859 0.48998 0.7 0.0 0.3 0.52
```
Forces are in eV/Å.

## Properties
E_LUMO, eV: -0.3
Charge: 0
Frontier orbital gap, eV: 10.833
Total energy, eV: -30233.5402

No. 2
Formula: C4H13O4
Source: the OMol25 dataset
Level of theory: wB97M-V/def2-TZVPD

Structure (XYZ):
```
21
Properties=species:S:1:pos:R:3:forces:R:3:nbo_charge:R:1
O 0.84712 1.72137 -0.59172 -0.7 0.3 0.3 -0.93
H 2.89736 1.00425 -2.39149 0.2 0.1 -0.1 0.43
H -2.77668 -0.44932 0.68046 0.4 0.8 0.0 0.19
H 2.69887 0.09256 -0.45432 0.2 -0.4 0.1 0.47
C -0.45002 1.25503 -0.56841 -0.1 -0.4 0.3 -0.03
C -0.77682 0.60445 0.80857 -0.4 1.8 1.0 -0.44
O 2.57039 -0.07294 0.49146 -0.6 0.4 -0.1 -1.01
H -1.99139 -2.64607 0.53921 -0.5 0.1 -0.1 0.16
H 0.16059 0.43612 1.32526 0.3 -0.7 -0.1 0.19
H -1.82993 -0.72142 2.12198 0.1 0.0 -0.2 0.19
O 2.00962 1.12417 -2.73165 -0.3 0.1 0.2 -1.05
H 1.46374 1.44048 -1.87490 0.3 -0.2 -0.2 0.50
H -1.24893 2.03941 -0.69204 0.5 -0.2 -0.3 0.11
H -1.15069 1.41511 1.46045 -0.1 0.1 -0.3 0.18
H -1.16149 -1.68911 -0.73295 -0.2 0.0 0.7 0.16
O -0.09528 -2.40803 0.89700 0.6 -0.4 0.5 -0.78
H -0.60228 0.50609 -1.36697 -0.2 0.0 -0.1 0.12
H 1.79540 0.55371 0.55438 0.6 -0.1 -0.2 0.50
H 0.66839 -1.83878 1.11736 -0.9 0.3 -0.7 0.50
C -1.73273 -0.53509 1.04099 -0.5 -1.5 -0.5 -0.42
C -1.29523 -1.83197 0.36733 1.4 0.0 -0.2 -0.05
```
Forces are in eV/Å.

## Properties
E_LUMO, eV: 3.8
Charge: -1
Frontier orbital gap, eV: 7.936
Total energy, eV: -12549.1477